# 1
The following is a DFT calculation (ωB97M-V/def2-TZVPD) of the molecule C3H10N2O2Si.

```
18
Properties=species:S:1:pos:R:3:lowdin_spin:R:1
C 0.40083 -0.24262 -0.82711 0.587
C -1.33836 1.03390 1.20646 0.019
C -0.05070 1.66786 0.62901 0.009
N 0.02237 -0.08163 -3.04113 0.360
N 0.44839 -0.77848 -1.97836 0.623
O 0.99549 -0.84266 0.16488 0.170
O 0.00963 1.11883 -0.64940 0.154
Si 0.90815 -2.09524 1.21889 0.028
H -1.71115 1.44297 2.04782 0.000
H -2.10921 1.37573 0.52251 0.000
H -1.34529 -0.00534 1.30964 0.009
H 0.77023 1.18663 1.14189 0.002
H -0.07937 2.73780 0.37560 0.001
H -0.06914 0.91624 -3.01208 0.016
H 0.37122 -0.32374 -3.92340 0.015
H 2.14810 -1.68226 1.89298 0.001
H -0.28573 -1.88364 1.98212 0.006
H 0.91454 -3.54434 0.93967 0.000
```

Energy above the lowest of the compared OMol25 structures with the same formula, charge and spin ... 40.99 kcal/mol
Gap between HOMO and LUMO (alpha / beta) ... 4.87 / 9.40 eV
Spin multiplicity ... 3
LUMO (alpha / beta) ... 0.98 / -0.86 eV
Largest force on an atom ... 10.56 eV/Å


# 2
The following is a DFT calculation (ωB97M-V/def2-TZVPD) of a cluster of 9 separate species, C7H30ClO12 in total.

```
50
Properties=species:S:1:pos:R:3:nbo_charge:R:1
Cl 21.86133 10.72731 -0.17383 2.543
O 23.05692 9.99327 -0.58172 -0.902
O 21.35821 11.36256 -1.37016 -0.889
O 20.89194 9.78868 0.29271 -0.883
O 22.17891 11.69711 0.81780 -0.841
O 24.93488 9.37273 1.82464 -0.958
H 24.33818 8.83592 2.35284 0.456
H 24.35303 9.82518 1.19065 0.497
C 19.33806 14.51888 -2.02121 -0.259
O 20.57655 14.37323 -2.73051 -0.731
H 19.18026 15.55308 -1.72924 0.167
H 18.48634 14.17779 -2.62386 0.153
H 19.38358 13.83489 -1.16680 0.197
H 20.59599 13.43916 -2.96835 0.471
C 23.90176 13.30005 -2.19008 -0.248
O 25.15598 13.83949 -2.62443 -0.742
H 23.33536 12.94208 -3.04396 0.182
H 24.09719 12.49075 -1.48227 0.173
H 23.31072 14.04613 -1.65160 0.174
H 25.79509 13.74168 -1.91977 0.458
C 18.54544 10.57908 -3.82940 -0.250
O 18.69094 9.22209 -4.19988 -0.754
H 19.47060 11.04063 -3.48442 0.175
H 18.22490 11.13437 -4.72321 0.155
H 17.73291 10.74826 -3.11534 0.159
H 19.45262 8.89285 -3.68486 0.494
C 25.60539 9.85653 -3.07452 -0.250
O 25.82075 9.42087 -4.41933 -0.723
H 25.83218 9.06834 -2.34918 0.159
H 26.29639 10.67482 -2.83990 0.153
H 24.58195 10.18797 -2.94356 0.207
H 26.74862 9.18120 -4.47742 0.452
C 20.50116 7.33237 -2.13377 -0.261
O 21.05754 8.46495 -2.78969 -0.739
H 19.99381 6.65324 -2.81634 0.178
H 21.27905 6.73704 -1.63585 0.162
H 19.80807 7.63494 -1.34205 0.176
H 21.36244 9.02675 -2.06242 0.497
C 18.63543 12.28968 1.58943 -0.248
O 18.53100 11.88303 0.23676 -0.747
H 18.44884 11.46353 2.28397 0.156
H 19.65748 12.61926 1.81312 0.176
H 17.95043 13.12222 1.72437 0.167
H 19.28120 11.31916 0.00779 0.488
C 21.54122 6.75735 1.79693 -0.244
O 21.27939 6.34327 3.13759 -0.731
H 22.38214 7.45414 1.78337 0.166
H 21.86613 5.92344 1.15889 0.154
H 20.66193 7.18186 1.31943 0.191
H 22.01842 6.62431 3.67434 0.462
```

Total charge ... -1
Gap between HOMO and LUMO ... 9.89 eV
LUMO ... 2.58 eV
Largest force on an atom ... 2.31 eV/Å


# 3
The following is a DFT calculation (ωB97M-V/def2-TZVPD) of a structure of composition C30H27Cl3N7P2PdSe.

```
71
Properties=species:S:1:pos:R:3:mulliken_charge:R:1
Pd 0.40922 -0.00312 -1.19259 0.315
C -1.10816 3.56483 0.90327 -1.301
N -1.00850 2.68570 -0.32002 0.487
P 0.56884 2.26900 -0.86506 1.618
C 1.01890 3.20397 -2.30943 0.283
C 2.10454 2.73716 -3.04950 -0.448
C 2.56108 3.47480 -4.13056 -0.791
C 1.93128 4.66644 -4.47292 -0.612
C 0.84930 5.12938 -3.73517 -0.853
C 0.38952 4.40031 -2.64994 -0.079
C 1.66778 2.79280 0.43787 1.132
C 2.49650 3.90078 0.24526 -0.685
C 3.28786 4.35279 1.29303 -0.760
C 3.26683 3.69934 2.51552 -0.727
C 2.45648 2.58298 2.70597 -0.758
C 1.66210 2.12609 1.67135 -0.858
P -2.04240 1.44609 -0.53423 0.351
C -3.68355 1.92382 -0.12208 1.211
C -4.57683 0.92002 0.28682 -0.818
C -5.88219 1.25436 0.59652 -0.901
C -6.28715 2.57931 0.50974 -0.648
C -5.40349 3.56868 0.08297 -0.832
C -4.09418 3.25904 -0.22533 -0.406
C -1.94491 0.96666 -2.24748 1.181
C -2.08744 1.94307 -3.23732 -0.835
C -1.94787 1.56282 -4.55802 -0.678
C -1.67002 0.23192 -4.89315 -0.684
C -1.57971 -0.73953 -3.91085 -0.894
C -1.73083 -0.36983 -2.58175 -0.451
H -0.67142 4.53294 0.67667 0.314
H -0.58482 3.13164 1.74908 0.298
H -2.14890 3.70099 1.16824 0.734
H 2.60907 1.82414 -2.76098 0.369
H 3.41050 3.12735 -4.70451 0.483
H 2.29194 5.24248 -5.31570 0.451
H 0.37042 6.06270 -4.00229 0.493
H -0.43737 4.77553 -2.05505 0.351
H 2.52337 4.41288 -0.70730 0.430
H 3.91726 5.22071 1.15130 0.489
H 3.88038 4.06446 3.32986 0.467
H 2.44676 2.07577 3.66265 0.488
H 1.03433 1.25879 1.81779 0.415
H -4.25440 -0.11244 0.35587 0.160
H -6.57936 0.49020 0.91299 0.454
H -7.30161 2.84897 0.77444 0.435
H -5.74186 4.59359 -0.00316 0.453
H -3.41921 4.03516 -0.56100 0.447
H -2.29929 2.97388 -2.98250 0.436
H -2.05776 2.30368 -5.33868 0.493
H -1.56366 -0.04715 -5.93450 0.475
H -1.44617 -1.77886 -4.17678 0.544
H -1.86411 -1.13221 -1.82508 0.497
Cl 5.05543 -2.27073 -0.11181 -0.057
C 4.46649 -1.16220 1.11160 0.713
Cl 4.55036 -1.87956 2.69220 -0.059
Cl 5.34769 0.36665 1.04664 -0.065
C 3.04443 -0.82540 0.81495 -0.339
N 1.94490 -0.57831 0.60903 -0.171
N -1.48083 -3.95500 0.58164 -0.166
C -2.42250 -3.37355 1.27494 0.536
N -3.30840 -4.03228 1.98597 -0.316
N -2.55208 -1.99386 1.30233 -0.455
C -2.05480 -0.99850 0.86196 0.787
N -1.57695 0.05277 0.42366 0.170
H -1.38482 -4.96210 0.58879 0.258
H -0.81614 -3.41882 0.01124 0.303
H -3.29871 -5.04082 2.04908 0.239
H -3.99569 -3.53352 2.53206 0.259
Se 1.91242 -1.08106 -2.98363 -0.078
C 0.90704 -2.12944 -1.89294 0.360
N 0.18862 -2.64557 -1.13036 -0.653
```

Energy above the lowest of the compared OMol25 structures with the same formula, charge and spin ... 38.53 kcal/mol
Total charge ... +3
Gap between HOMO and LUMO (alpha / beta) ... 5.74 / 5.76 eV
LUMO (alpha / beta) ... -10.49 / -10.48 eV
Largest force on an atom ... 2.44 eV/Å


# 4
The following is a DFT calculation (ωB97M-V/def2-TZVPD) of the molecule C6H9N.

```
16
Properties=species:S:1:pos:R:3:nbo_charge:R:1
C 1.68040 -0.69410 0.84764 -0.599
C 0.47748 -0.26275 0.05136 -0.126
C 0.53039 0.77349 -1.04529 -0.419
C -0.32683 1.00907 0.15719 -0.256
C -1.70546 0.31012 0.11021 -0.106
N -1.78276 -0.73013 -0.87146 -0.606
C -0.77613 -1.18683 0.07948 -0.039
H 1.36995 -1.11939 1.80996 0.218
H 2.36277 0.14102 1.04558 0.209
H 2.24365 -1.47110 0.31402 0.215
H 1.45577 1.34610 -1.06502 0.234
H 0.11325 0.61175 -2.04070 0.200
H -0.11730 1.80615 0.86536 0.229
H -2.64948 0.74332 0.46427 0.233
H -1.39076 -0.45097 -1.76249 0.362
H -1.48494 -0.82574 1.03990 0.250
```

Energy above the lowest of the compared OMol25 structures with the same formula, charge and spin ... 134.40 kcal/mol
Gap between HOMO and LUMO ... 8.72 eV
LUMO ... 0.98 eV
Largest force on an atom ... 1.75 eV/Å


# 5
The following is a DFT calculation (ωB97M-V/def2-TZVPD) of a structure of composition C21H22N2O4ReSSe2.

```
53
Properties=species:S:1:pos:R:3:lowdin_spin:R:1
Re 0.77363 0.44998 -0.33985 0.813
C -1.21446 -0.27548 -2.83315 0.008
C -1.84893 -0.67062 -1.53904 0.016
C -3.08264 -1.36456 -1.53172 -0.003
C -3.69158 -1.66416 -0.35501 0.016
C -3.10604 -1.24335 0.86012 -0.001
C -3.71344 -1.45757 2.12067 0.009
C -3.10743 -0.99913 3.25260 -0.002
C -1.87483 -0.31400 3.17456 0.011
C -1.25766 -0.10109 1.97068 0.001
S 0.28194 0.76037 1.86794 0.021
C -1.87607 -0.57252 0.78771 0.004
N -1.25265 -0.32683 -0.41485 0.002
H -1.82128 -0.60225 -3.67573 0.000
H -0.21912 -0.70990 -2.93781 0.002
H -1.11612 0.81226 -2.86073 0.003
H -3.52139 -1.65099 -2.47751 -0.001
H -4.62779 -2.21009 -0.33520 0.001
H -4.66125 -1.97989 2.16606 0.000
H -3.56919 -1.15503 4.21865 0.000
H -1.40465 0.05306 4.07888 0.000
O 3.57237 -2.42442 2.09714 -0.001
C 3.83762 -1.20083 1.41003 -0.001
C 4.14713 -1.52172 -0.04232 0.001
C 5.44749 -2.35126 -0.06020 0.002
O 5.85437 -2.75713 -1.36325 0.000
C 4.40419 -0.24793 -0.83396 0.009
Se 2.98057 1.07543 -1.06706 0.079
C 3.05466 -2.36411 -0.70595 -0.001
Se 1.19010 -1.92517 -0.34486 -0.049
H 3.19267 -2.21585 2.95503 0.000
H 4.69798 -0.68219 1.85086 0.000
H 2.97636 -0.53472 1.46493 -0.001
H 5.33749 -3.21337 0.60038 0.000
H 6.26035 -1.73201 0.32302 0.000
H 5.24561 -3.43173 -1.67927 0.000
H 4.70779 -0.52093 -1.84290 0.001
H 5.23371 0.30579 -0.38943 0.001
H 3.11803 -3.39638 -0.35883 -0.001
H 3.17311 -2.34872 -1.78885 -0.002
O 0.36687 4.54479 -0.99863 0.002
C -0.16832 3.47076 -0.86977 0.004
O 0.51088 2.34384 -0.98317 0.051
C -1.65401 3.43420 -0.58001 0.002
C -2.33055 4.64604 -0.47938 0.000
C -3.68689 4.62609 -0.21473 0.000
C -4.32150 3.40310 -0.05434 0.000
C -3.56122 2.25210 -0.17269 0.000
N -2.25542 2.25973 -0.43567 0.001
H -1.77548 5.56371 -0.60597 0.000
H -4.24414 5.55050 -0.13197 0.000
H -5.38092 3.33936 0.15533 0.000
H -4.01991 1.27482 -0.05081 0.000
```

Energy above the lowest of the compared OMol25 structures with the same formula, charge and spin ... 20.10 kcal/mol
Gap between HOMO and LUMO (alpha / beta) ... 6.20 / 6.28 eV
Spin multiplicity ... 2
LUMO (alpha / beta) ... -1.20 / -1.17 eV
Largest force on an atom ... 1.06 eV/Å